Here is a structure of composition C6H6AlFLiO6 at a distorted geometry from the OMol25 dataset. Energies are from ωB97M-V with the def2-TZVPD basis set.

The geometry in XYZ format:
```
21
Properties=species:S:1:pos:R:3:lowdin_charge:R:1
H 0.75 1.05 1.32 0.160
O -1.42 1.12 -1.08 0.180
O 0.34 0.25 -2.02 0.093
O -1.63 -0.58 -2.55 -0.070
C -0.24 1.69 -0.36 0.191
C 0.83 1.41 -1.35 -0.222
C -1.00 0.25 -1.91 -0.522
H -0.43 2.76 -0.22 0.176
F 1.03 2.37 -2.37 0.104
H 1.84 1.20 -0.97 0.191
Al -3.13 -1.05 -2.60 0.878
H 0.13 -1.10 3.58 0.158
O -0.67 -1.69 1.75 0.139
O 1.11 -0.95 0.71 0.040
O -0.20 -2.40 -0.33 0.058
C -0.15 -0.65 2.63 -0.034
C 1.01 -0.05 1.84 -0.034
C 0.05 -1.74 0.67 -0.604
H -0.97 0.07 2.77 0.150
H 1.97 -0.14 2.37 0.157
Li 0.77 -1.82 -1.90 0.811
```

Results
Strongest force on any atom in hartree/bohr: 0.1835
Lowest unoccupied orbital energy (alpha / beta) in eV: -8.144 / -10.727
HOMO (alpha / beta) in eV: -15.99 / -15.98
2S+1: 2
Expectation value of S²: 0.75
Net charge: +2

---

Here is an isolated molecule of C3H5NOS2 at a distorted geometry from the OMol25 dataset. Energies are from ωB97M-V with the def2-TZVPD basis set.

The geometry in XYZ format:
```
12
Properties=species:S:1:pos:R:3:lowdin_charge:R:1
O -0.98 -0.13 -2.65 -0.045
N -0.75 0.77 -1.59 0.060
C -0.47 0.23 -0.47 -0.473
C -0.14 -1.19 -0.28 -0.561
S -0.12 -2.04 1.14 0.711
C -0.37 1.11 0.74 -0.543
S 1.35 1.60 0.96 0.711
H -1.03 0.49 -3.39 0.104
H 0.04 -1.80 -1.17 0.056
H -0.78 0.62 1.61 0.047
H -0.90 2.02 0.53 0.066
H 1.94 0.40 1.22 -0.133
```

Results
Strongest force on any atom in hartree/bohr: 0.0377
Lowest unoccupied orbital energy in eV: -1.368
HOMO in eV: -9.05
ΔE to the lowest compared entry with this formula, charge and spin in kcal per mole: 62.5
SMILES string: O/N=C(\C=S)CS

---

Here is a cluster of 3 separate species, CH8N2O3 in total at a distorted geometry from the OMol25 dataset. Energies are from ωB97M-V with the def2-TZVPD basis set.

The geometry in XYZ format:
```
14
Properties=species:S:1:pos:R:3:lowdin_charge:R:1
N -0.15 -1.95 -0.26 0.154
C -0.88 -0.95 0.37 -0.667
N -0.24 -0.49 1.48 0.165
O -1.96 -0.55 -0.05 0.041
H 0.84 -1.97 -0.10 0.093
H -0.37 -2.09 -1.24 0.111
H -0.64 0.27 2.00 0.117
H 0.59 -0.95 1.78 0.099
O -0.48 1.09 -1.63 -0.058
H -0.96 0.55 -1.01 -0.011
H 0.04 1.84 -1.84 0.031
O 1.61 2.07 0.02 -0.070
H 0.92 1.50 -0.39 -0.014
H 1.68 1.62 0.87 0.010
```

Results
Strongest force on any atom in hartree/bohr: 0.0523
Lowest unoccupied orbital energy in eV: 0.358
HOMO in eV: -10.89
ΔE to the lowest compared entry with this formula, charge and spin in kcal per mole: 33.1
SMILES string: NC(N)=O.O.O

---

Here is a cluster of 2 separate species, C4H8N2O in total from the OMol25 dataset. Energies are from ωB97M-V with the def2-TZVPD basis set.

The geometry in XYZ format:
```
15
Properties=species:S:1:pos:R:3:lowdin_charge:R:1
N 0.82 0.54 -1.11 0.150
C -0.30 1.25 -0.77 -0.534
O -0.93 1.87 -1.61 0.041
C -0.70 1.32 0.70 -0.134
N -0.81 0.12 1.57 -0.069
C -0.48 -1.19 0.96 -0.057
C 0.42 -0.71 1.73 -0.048
H 1.12 0.58 -2.07 0.108
H 1.36 0.02 -0.44 0.070
H -0.02 2.03 1.20 0.124
H -1.69 1.79 0.70 0.115
H -0.98 -1.94 0.36 0.092
H 1.30 -0.73 2.35 0.102
H 0.44 -2.84 -1.86 0.038
H 0.44 -2.11 -1.70 0.003
```

Results
Strongest force on any atom in hartree/bohr: 0.0070
Lowest unoccupied orbital energy in eV: 0.901
HOMO in eV: -8.51
ΔE to the lowest compared entry with this formula, charge and spin in kcal per mole: 121.9
SMILES string: NC(=O)CN1C=C1.[H][H]

---

Here is an isolated molecule of C8H12O3S at a distorted geometry from the OMol25 dataset. Energies are from ωB97M-V with the def2-TZVPD basis set.

The geometry in XYZ format:
```
24
Properties=species:S:1:pos:R:3:lowdin_charge:R:1
C -2.89 -2.32 1.80 0.189
C -2.36 -1.70 0.90 -0.025
C -2.05 -0.90 -0.24 -0.404
O -1.89 -1.41 -1.34 0.056
C -2.09 0.69 -0.26 -0.087
C -1.11 1.33 0.77 -0.212
C 0.17 1.69 0.05 -0.302
C 0.90 0.68 -0.82 -0.296
S 1.19 -0.81 -0.14 0.784
C 3.03 -1.02 -0.53 -0.108
O 0.95 -1.20 1.22 -0.306
O 0.95 -2.14 -1.09 -0.266
H -3.26 -2.94 2.54 0.026
H -3.14 1.00 0.04 0.137
H -1.88 0.99 -1.25 0.095
H -0.83 0.66 1.54 0.068
H -1.43 2.29 1.41 0.155
H -0.10 2.44 -0.70 0.110
H 0.89 2.24 0.64 0.096
H 0.52 0.64 -1.76 0.044
H 3.43 -0.02 -0.66 0.061
H 3.49 -1.63 0.16 0.026
H 3.13 -1.46 -1.47 0.034
H -0.01 -2.54 -1.10 0.127
```

Results
Strongest force on any atom in hartree/bohr: 0.0975
Lowest unoccupied orbital energy in eV: -0.086
HOMO in eV: -8.08
ΔE to the lowest compared entry with this formula, charge and spin in kcal per mole: 118.1
SMILES string: C#CC(=O)CCCC=[S@@](C)(=O)O